No. 1
The following is a DFT calculation (the ωB97M-V functional and the def2-TZVPD basis) of a molecular structure, C33H37MoN5OSSi.

Charge: +2
Expectation value of S²: 2.0176
Orbital gap (spin up / spin down) (eV): 6.472 / 6.956
Spin multiplicity: 3
LUMO (spin up / spin down) (eV): -7.366 / -6.886
Energy relative to the best compared isomer or geometry (same formula, charge and spin) (kcal per mole): 11.3
Max |F| (eV Å⁻¹): 1.68
HOMO (spin up / spin down) (eV): -13.838 / -13.842

Positions of all 79 atoms, in Å:
Mo (0.2175, -0.4373, 1.3487)
N (-1.7206, -0.2740, 2.7336)
C (-2.4963, -1.5456, 2.5904)
C (-1.5560, -2.7246, 2.5496)
N (-0.6172, -2.5410, 1.4059)
H (-1.5235, -0.1048, 3.7149)
H (-2.3059, 0.4991, 2.4294)
H (-3.0580, -1.4872, 1.6596)
H (-3.2096, -1.6692, 3.4006)
H (-2.1175, -3.6509, 2.4600)
H (-0.9707, -2.7754, 3.4667)
H (-1.1367, -2.6025, 0.5311)
H (0.0448, -3.3093, 1.3709)
S (4.0249, 0.0971, -0.9066)
C (3.7464, -1.5897, -0.9624)
C (2.6375, -1.9540, -0.2682)
C (1.9842, -0.8371, 0.3366)
C (2.6543, 0.3444, 0.0674)
C (2.1795, 1.6307, 0.5862)
C (2.8325, 2.8509, 0.4695)
C (2.2825, 3.9726, 1.0541)
C (1.0733, 3.8681, 1.7393)
C (0.4685, 2.6421, 1.8032)
N (1.0087, 1.5349, 1.2571)
H (4.4155, -2.2254, -1.5271)
H (2.3021, -2.9808, -0.2199)
H (3.7684, 2.9015, -0.0734)
H (2.7843, 4.9306, 0.9794)
H (0.6096, 4.7264, 2.2045)
H (-0.4923, 2.5224, 2.2869)
N (2.3785, 2.1970, 6.8349)
C (2.2983, 1.2678, 6.1620)
C (2.1941, 0.1350, 5.2732)
C (2.8814, -1.0509, 5.4875)
C (2.7421, -2.0636, 4.5550)
C (1.9463, -1.8538, 3.4518)
N (1.2711, -0.7070, 3.2346)
C (1.3960, 0.2569, 4.1492)
H (3.5095, -1.1711, 6.3622)
H (3.2533, -3.0098, 4.6729)
H (1.8683, -2.6113, 2.6872)
H (0.8475, 1.1740, 3.9889)
C (-3.7080, 0.9241, -1.1627)
C (-3.0092, -0.1388, -2.0229)
C (-3.5046, -1.5313, -1.6077)
C (-3.3354, 0.0927, -3.5094)
Si (-1.1746, 0.0582, -1.8023)
O (-0.8458, -0.1707, -0.1336)
C (-0.1479, -1.2520, -2.6292)
C (-0.4343, -2.6088, -2.4133)
C (0.2439, -3.6132, -3.0885)
C (1.2363, -3.2803, -4.0047)
C (1.5628, -1.9473, -4.2125)
C (0.8810, -0.9449, -3.5277)
C (-0.6645, 1.7863, -2.2372)
C (-0.3838, 2.1901, -3.5510)
C (-0.0456, 3.5070, -3.8398)
C (0.0057, 4.4530, -2.8232)
C (-0.3074, 4.0854, -1.5200)
C (-0.6388, 2.7664, -1.2372)
H (-4.7943, 0.8548, -1.2911)
H (-3.4073, 1.9386, -1.4404)
H (-3.4957, 0.7874, -0.0919)
H (-4.5981, -1.5725, -1.6652)
H (-3.2300, -1.7747, -0.5683)
H (-3.1189, -2.3157, -2.2607)
H (-4.4136, -0.0170, -3.6756)
H (-2.8274, -0.6310, -4.1574)
H (-3.0554, 1.0990, -3.8349)
H (-1.2190, -2.8969, -1.7203)
H (-0.0105, -4.6538, -2.9167)
H (1.7470, -4.0598, -4.5587)
H (2.3416, -1.6834, -4.9202)
H (1.1724, 0.0860, -3.6894)
H (-0.4518, 1.4805, -4.3693)
H (0.1692, 3.7979, -4.8616)
H (0.2708, 5.4792, -3.0497)
H (-0.3123, 4.8313, -0.7333)
H (-0.9135, 2.4991, -0.2198)

Forces on atoms 1 to 6 (eV/Å):
-0.940 -0.421 -1.326
0.203 -0.169 -0.054
0.045 0.156 0.005
0.163 0.101 -0.150
-0.008 0.094 0.103
-0.027 -0.027 0.100

In elementary charge units, the Mulliken charges are:
1 Mo -0.692
2 N -0.438
3 C -0.332
4 C -0.670
5 N -0.283
6 H 0.295
7 H 0.235
8 H -0.002
9 H 0.524
10 H 0.516
11 H 0.322
12 H 0.048
13 H 0.358
14 S -0.202
15 C -0.539
16 C -0.527
17 C 1.236
18 C 0.221
19 C 0.944
20 C -0.949
21 C -0.765
22 C -1.227
23 C -0.414
24 N 0.711
25 H 0.546
26 H 0.388
27 H 0.534
28 H 0.483
29 H 0.550
30 H 0.608
31 N -0.382
32 C -0.314
33 C -0.083
34 C -0.148
35 C -0.998
36 C -0.189
37 N 0.438
38 C -0.009
39 H 0.557
40 H 0.470
41 H 0.346
42 H 0.607
43 C -1.500
44 C 2.112
45 C -1.530
46 C -1.767
47 Si -1.813
48 O 1.288
49 C 1.459
50 C -0.212
51 C -1.086
52 C -0.684
53 C -0.880
54 C -0.460
55 C 0.801
56 C -0.464
57 C -0.849
58 C -0.845
59 C -0.629
60 C -0.158
61 H 0.545
62 H 0.303
63 H 0.072
64 H 0.581
65 H 0.027
66 H 0.329
67 H 0.526
68 H 0.336
69 H 0.349
70 H 0.122
71 H 0.454
72 H 0.432
73 H 0.464
74 H 0.553
75 H 0.500
76 H 0.467
77 H 0.441
78 H 0.576
79 H 0.366

***

No. 2
The following is a DFT calculation (the ωB97M-V functional and the def2-TZVPD basis) of a molecular structure, C23H23Cl2CsN3O2S2.

Charge: -1
Orbital gap (eV): 5.706
LUMO (eV): 2.045
Energy relative to the best compared isomer or geometry (same formula, charge and spin) (kcal per mole): 45.0
Max |F| (eV Å⁻¹): 2.96
HOMO (eV): -3.661

Positions of all 56 atoms, in Å:
Cs (-0.1695, 0.0167, 2.5570)
N (1.8040, -0.4166, 7.1668)
C (1.2610, -0.5904, 5.8772)
S (-0.2293, 0.2851, 5.5780)
N (2.0027, -1.3924, 5.1446)
N (1.5479, -1.7225, 3.8625)
C (2.3524, -2.5451, 3.3244)
C (2.1645, -3.2823, 2.0475)
C (2.9081, -4.4534, 1.8959)
C (2.7534, -5.3233, 0.8181)
C (1.7961, -5.0007, -0.1399)
C (1.0629, -3.8245, -0.0352)
C (1.2565, -2.8955, 1.0331)
O (0.6438, -1.7472, 1.0937)
H (1.1301, -0.1234, 7.8422)
H (2.4324, -1.1569, 7.4450)
H (3.2324, -2.8231, 3.8954)
H (3.6205, -4.6987, 2.6792)
H (3.3405, -6.2306, 0.7437)
H (1.6132, -5.6718, -0.9742)
H (0.3014, -3.6091, -0.7735)
Cl (-1.5285, 3.5279, 4.7720)
C (-2.5763, 3.7081, 3.3764)
Cl (-2.3400, 2.4199, 2.1789)
H (-2.3548, 4.6438, 2.8969)
H (-3.5971, 3.6765, 3.7104)
O (-0.7330, 0.4061, 0.1960)
S (-0.8531, -0.8793, -0.5777)
C (-2.1549, -0.4643, -1.8905)
C (-2.4282, 0.9922, -2.2342)
C (-2.1679, 1.5181, -3.5010)
C (-2.4033, 2.8639, -3.7898)
C (-2.9138, 3.7098, -2.8086)
C (-3.2043, 3.1915, -1.5488)
C (-2.9691, 1.8483, -1.2704)
C (0.5813, -0.9173, -1.6731)
C (0.8001, 0.3057, -2.5383)
C (0.9560, 1.5794, -1.9731)
C (1.1634, 2.6884, -2.7885)
C (1.2510, 2.5406, -4.1743)
C (1.1210, 1.2750, -4.7393)
C (0.8867, 0.1707, -3.9224)
H (-3.0364, -0.9030, -1.4202)
H (-1.9202, -1.0671, -2.7804)
H (-1.7618, 0.8673, -4.2725)
H (-2.1752, 3.2499, -4.7799)
H (-3.0848, 4.7610, -3.0229)
H (-3.6027, 3.8343, -0.7713)
H (-3.1963, 1.4576, -0.2814)
H (0.4878, -1.8268, -2.2761)
H (1.3909, -1.0707, -0.9565)
H (0.8818, 1.6932, -0.8937)
H (1.2610, 3.6720, -2.3391)
H (1.4245, 3.4063, -4.8069)
H (1.1962, 1.1454, -5.8150)
H (0.7752, -0.8187, -4.3662)

Forces on atoms 1 to 6 (eV/Å):
-0.272 1.545 2.516
0.083 0.021 -0.767
0.192 -0.325 0.098
0.558 -0.343 1.328
-0.519 0.486 0.305
0.394 -0.128 1.012

In elementary charge units, the Mulliken charges are:
1 Cs 1.311
2 N -0.500
3 C 0.321
4 S -0.682
5 N -0.843
6 N 0.107
7 C -0.556
8 C 0.837
9 C -0.532
10 C -0.720
11 C -0.639
12 C -0.146
13 C 0.176
14 O -1.101
15 H 0.190
16 H 0.235
17 H 0.355
18 H 0.294
19 H 0.353
20 H 0.365
21 H 0.349
22 Cl -0.121
23 C -0.450
24 Cl -0.058
25 H 0.286
26 H 0.301
27 O -0.616
28 S 0.741
29 C -1.729
30 C 0.671
31 C -0.314
32 C -0.614
33 C -0.434
34 C -0.703
35 C -0.083
36 C -1.149
37 C 0.378
38 C -0.187
39 C -0.693
40 C -0.389
41 C -0.579
42 C -0.368
43 H 0.650
44 H 0.429
45 H 0.386
46 H 0.389
47 H 0.380
48 H 0.378
49 H 0.429
50 H 0.600
51 H 0.403
52 H 0.409
53 H 0.408
54 H 0.396
55 H 0.351
56 H 0.328

***

Q: Which of these has the lowest energy relative to the best compared isomer or geometry (same formula, charge and spin)?
A: C33H37MoN5OSSi